[1]
This record from OMol25 describes a 2-piece molecular cluster, C7H15N4 overall in a non-equilibrium geometry. The level of theory is ωB97M-V with the def2-TZVPD basis set.

Calculated values
2S+1: 1
Charge: +1
Calculated total energy: -494.42983 a.u.

Element x y z (Å)
N1 1.93 2.51 -1.03
N2 2.21 -0.75 1.15
N3 -2.63 0.84 0.22
N4 0.13 -0.41 0.25
C1 -0.98 -0.78 -0.74
C2 2.11 1.56 -0.43
C3 2.00 -1.45 -1.12
C4 1.37 -0.81 0.15
C5 -1.97 0.48 1.39
C6 -2.14 0.24 -1.06
C7 -0.42 0.36 1.32
H1 1.98 -0.15 1.89
H2 2.74 -2.13 -0.69
H3 2.47 -0.74 -1.78
H4 -2.97 -0.25 -1.62
H5 0.09 1.31 1.22
H6 -1.47 -1.69 -0.28
H7 3.17 -0.96 1.07
H8 -3.62 0.99 0.22
H9 -1.83 1.17 -1.58
H10 -0.63 -1.22 -1.74
H11 1.22 -1.97 -1.63
H12 -2.34 -0.58 1.88
H13 -0.09 -0.11 2.26
H14 1.78 3.36 -1.59
H15 -2.13 1.19 2.27



[2]
This record from OMol25 describes C4H9NO2 as an isolated structure. The level of theory is ωB97M-V with the def2-TZVPD basis set.

Calculated values
2S+1: 1
Charge: 0
Calculated total energy: -362.93432 a.u.

Element x y z (Å)
O1 -1.09 -0.25 -1.40
O2 -2.24 -0.53 1.05
N1 -0.25 0.37 1.69
C1 0.56 -0.20 0.61
C2 0.42 0.46 -0.74
C3 1.43 -0.08 -1.71
C4 -1.57 0.16 1.81
H1 -2.02 0.65 2.69
H2 -1.62 -0.49 -0.60
H3 1.14 0.17 -2.74
H4 1.59 -1.16 -1.65
H5 1.61 -0.08 0.91
H6 -0.88 0.79 -1.27
H7 0.17 1.06 2.30
H8 2.38 0.43 -1.52
H9 0.36 -1.28 0.57



[3]
This record from OMol25 describes a 4-piece molecular cluster, H6IO3 overall in a non-equilibrium geometry. The level of theory is ωB97M-V with the def2-TZVPD basis set.

Calculated values
2S+1: 1
Charge: -1
Calculated total energy: -527.12182 a.u.

Element x y z (Å)
I1 1.44 0.48 1.67
O1 0.43 3.09 -0.58
O2 -1.53 -0.17 -0.29
O3 0.49 -2.47 -0.23
H1 -0.02 -2.92 0.45
H2 -0.78 -0.30 0.33
H3 0.72 -1.60 0.14
H4 -1.91 -1.07 -0.31
H5 0.28 2.44 -1.25
H6 0.88 2.53 0.08



[4]
This record from OMol25 describes C20H36BrIrNO6SSi as an isolated structure in a non-equilibrium geometry. The level of theory is ωB97M-V with the def2-TZVPD basis set.

Calculated values
2S+1: 2
Charge: +2
Calculated total energy: -4655.37548 a.u.

Element x y z (Å)
Ir1 -0.29 1.41 0.82
Br1 -0.54 4.60 7.90
S1 1.56 0.87 -0.51
Si1 0.45 -0.92 -1.41
O1 -0.18 2.52 2.81
O2 -0.97 3.30 -0.41
O3 -0.44 0.37 2.94
O4 1.19 -2.22 -0.91
O5 0.30 -0.68 -2.96
O6 -0.92 -0.41 -0.68
N1 -0.45 0.60 7.09
C1 -0.46 2.95 6.98
C2 0.95 -0.99 -4.22
C3 -0.23 4.54 -0.50
C4 -2.29 -0.90 -0.57
C5 -2.98 0.12 0.32
C6 -1.09 5.63 -1.10
C7 -2.27 -2.28 0.07
C8 1.18 0.35 -4.92
C9 -0.37 1.61 4.99
C10 2.25 -1.74 -3.99
C11 -0.40 0.47 5.79
C12 -0.33 1.49 3.50
C13 -0.05 -1.85 -4.99
C14 -2.92 -0.94 -1.96
C15 3.50 -2.41 -0.30
C16 -0.49 1.75 7.71
C17 1.83 -4.23 0.18
C18 1.72 -2.07 1.46
C19 -0.39 2.86 5.59
C20 2.07 -2.72 0.13
H1 1.88 -0.99 1.40
H2 -0.52 6.56 -1.10
H3 -4.00 -0.19 0.54
H4 -1.80 -2.25 1.05
H5 -2.89 0.04 -2.43
H6 0.06 4.78 0.53
H7 -1.37 5.41 -2.13
H8 0.69 -2.26 1.73
H9 0.67 4.39 -1.10
H10 2.36 -2.46 2.24
H11 -1.73 -2.98 -0.56
H12 2.94 -1.14 -3.40
H13 -0.54 1.73 8.79
H14 2.72 -1.96 -4.94
H15 3.66 -1.34 -0.36
H16 -0.99 -1.31 -5.12
H17 2.00 -4.67 -0.80
H18 -3.96 -1.25 -1.87
H19 -0.38 -0.52 5.37
H20 -2.41 -1.65 -2.59
H21 3.72 -2.85 -1.27
H22 -0.35 3.75 4.98
H23 -3.02 1.09 -0.17
H24 -3.29 -2.64 0.18
H25 1.86 0.96 -4.33
H26 2.06 -2.67 -3.46
H27 -0.24 -2.77 -4.44
H28 4.20 -2.83 0.43
H29 -2.46 0.20 1.28
H30 0.82 -4.45 0.49
H31 0.24 0.88 -5.04
H32 0.36 -2.10 -5.96
H33 -1.99 5.78 -0.51
H34 -1.37 3.15 -1.28
H35 1.62 0.18 -5.90
H36 2.52 -4.69 0.88



[5]
This record from OMol25 describes one molecule with the formula C5H8O2. The level of theory is ωB97M-V with the def2-TZVPD basis set.

Calculated values
2S+1: 1
SMILES: C[C@@]1(O)CCC1=O
Charge: 0
Calculated total energy: -345.73253 a.u.

Element x y z (Å)
O1 -1.04 1.83 -0.05
O2 0.87 -0.19 -2.12
C1 0.72 -0.02 -0.94
C2 -0.33 0.63 -0.07
C3 0.55 0.45 1.17
C4 -1.24 -0.70 -0.39
C5 1.38 -0.56 0.36
H1 -1.82 -0.91 0.49
H2 -1.32 2.12 -0.93
H3 -0.75 -1.66 -0.68
H4 0.01 0.14 2.07
H5 1.19 -1.61 0.63
H6 2.45 -0.38 0.30
H7 1.15 1.33 1.44
H8 -1.83 -0.46 -1.28



[6]
This record from OMol25 describes C45H47AsN7S2Se4Sn as an isolated structure. The level of theory is ωB97M-V with the def2-TZVPD basis set.

Calculated values
2S+1: 1
Charge: -1
Calculated total energy: -14978.66713 a.u.

Element x y z (Å)
Sn1 -0.08 1.62 -0.51
Se1 2.27 2.67 -1.49
Se2 0.00 3.96 -3.99
Se3 -1.55 3.27 -2.40
Se4 1.76 4.65 -2.62
As1 -2.38 -1.19 -0.44
S1 -1.71 3.65 3.61
S2 -1.83 0.94 2.35
N1 3.96 0.19 2.44
N2 3.30 -0.95 -2.64
N3 1.31 -0.69 -1.40
N4 3.09 2.27 1.99
N5 1.91 0.42 1.23
N6 -1.12 3.25 1.13
N7 1.40 -0.12 -3.65
C1 -4.65 -3.36 3.07
C2 4.47 0.56 3.75
C3 1.06 -3.23 1.33
C4 1.45 -0.85 1.64
C5 -5.98 0.32 0.87
C6 1.25 -4.32 -0.80
C7 -5.14 -2.22 2.44
C8 1.17 -1.00 2.98
C9 -3.96 -0.07 -0.38
C10 -5.35 1.81 -0.91
C11 4.36 2.93 1.82
C12 1.94 3.15 2.08
C13 2.93 0.92 1.86
C14 -4.44 -1.65 1.39
C15 2.12 0.65 -4.65
C16 1.39 -1.88 -0.69
C17 -3.23 -2.21 0.98
C18 -0.90 4.60 1.37
C19 -3.85 -2.74 -4.11
C20 -1.54 2.60 2.20
C21 -2.47 -4.43 -3.12
C22 3.80 -1.68 -3.79
C23 -4.84 -0.45 0.63
C24 -3.26 -3.99 -4.17
C25 -2.86 -2.35 -1.95
C26 -2.73 -3.34 1.62
C27 -4.20 1.06 -1.15
C28 0.84 -3.36 2.73
C29 -1.17 5.02 2.68
C30 -2.26 -3.61 -2.02
C31 -3.44 -3.92 2.66
C32 -0.49 7.24 2.14
C33 -0.43 5.52 0.44
C34 1.29 -1.95 0.75
C35 1.98 -0.60 -2.53
C36 -3.65 -1.92 -3.01
C37 1.05 -4.41 0.54
C38 4.14 -0.98 -1.47
C39 4.25 -1.18 2.08
C40 -6.23 1.44 0.09
C41 -0.22 6.83 0.83
C42 -0.97 6.33 3.08
C43 0.84 -2.25 3.53
C44 1.39 -3.07 -1.41
C45 -0.05 -0.14 -3.79
H1 -5.20 -3.80 3.89
H2 4.64 3.50 2.72
H3 3.78 -1.89 2.76
H4 1.25 -5.22 -1.42
H5 4.65 -1.17 -4.25
H6 0.63 -4.34 3.13
H7 -4.47 -2.39 -4.93
H8 0.62 -2.33 4.59
H9 4.30 3.62 0.97
H10 0.89 -5.36 1.03
H11 -1.77 -3.76 1.32
H12 -3.50 1.37 -1.92
H13 -1.62 -3.95 -1.22
H14 -6.67 0.05 1.66
H15 -6.08 -1.79 2.78
H16 -4.12 -0.95 -2.97
H17 5.34 -1.33 2.11
H18 3.75 -0.26 -0.75
H19 4.18 -1.98 -1.01
H20 1.42 -3.01 -2.50
H21 -5.53 2.70 -1.50
H22 -2.00 -5.41 -3.16
H23 1.77 3.70 1.16
H24 -0.32 8.27 2.43
H25 -3.42 -4.63 -5.04
H26 4.16 -0.18 4.49
H27 -7.11 2.04 0.28
H28 5.15 -0.68 -1.75
H29 3.12 0.88 -4.28
H30 -0.23 5.19 -0.58
H31 2.11 3.87 2.89
H32 1.06 2.56 2.32
H33 4.07 1.53 4.04
H34 -3.06 -4.80 3.16
H35 0.15 7.54 0.11
H36 5.56 0.62 3.75
H37 -1.17 6.65 4.09
H38 4.13 -2.68 -3.47
H39 3.02 -1.80 -4.53
H40 -0.49 0.84 -3.59
H41 -0.47 -0.87 -3.09
H42 3.90 -1.39 1.08
H43 -0.30 -0.43 -4.81
H44 2.19 0.10 -5.59
H45 1.60 1.59 -4.81
H46 1.20 -0.13 3.62
H47 5.14 2.20 1.61